1.
The following is a DFT calculation (ωB97M-V/def2-TZVPD) of one molecule with the formula C3H8N2OS in a non-equilibrium geometry.

Geometry as ORCA input:
```
! RIJCOSX wB97M-V def2-TZVPD def2/J DEFGRID3
* xyz 0 1
C -0.275 0.124 0.997
C -0.829 -1.111 0.177
S -2.617 -1.437 0.604
N 1.100 0.278 0.697
C 1.585 0.804 -0.531
N 0.678 1.484 -1.340
O 2.748 0.898 -0.840
H -0.963 0.977 0.795
H -0.267 -0.046 2.149
H -0.119 -2.040 0.265
H -0.873 -0.765 -0.876
H -2.696 -2.613 0.004
H 1.866 0.032 1.243
H 1.055 1.810 -2.184
H -0.393 1.605 -1.160
*
```

Summary:
HOMO: -9.306 eV
Relative energy (zero: lowest compared OMol25 entry of this formula, charge and spin): 89.7 kJ/mol
Orbital gap: 10.04 eV
Structure (SMILES): NC(=O)NCCS

2.
The following is a DFT calculation (ωB97M-V/def2-TZVPD) of C28H36KN5O10 as an isolated structure.

Geometry as ORCA input:
```
! RIJCOSX wB97M-V def2-TZVPD def2/J DEFGRID3
* xyz -2 1
K 0.017 -1.624 -1.255
O -1.072 -2.978 2.298
C 0.020 -3.780 2.683
C 0.378 -4.744 1.570
N 0.958 -4.021 0.452
C 0.455 -4.500 -0.821
C -1.082 -4.262 -0.974
O -1.714 -5.046 -1.675
O -1.541 -3.244 -0.353
C 2.402 -3.896 0.529
C 3.036 -2.624 -0.097
O 4.266 -2.540 0.001
O 2.241 -1.788 -0.592
H -1.134 -3.004 1.314
H 0.899 -3.158 2.904
H -0.248 -4.315 3.603
H 1.039 -5.554 1.934
H -0.550 -5.217 1.238
H 0.992 -3.973 -1.618
H 0.623 -5.582 -0.981
H 2.687 -3.867 1.586
H 2.914 -4.776 0.100
N 2.018 2.014 1.101
C 3.037 1.596 2.062
C 3.245 0.083 2.123
N 1.954 -0.544 2.377
H 1.234 1.368 1.212
H 2.352 1.855 0.155
H 2.717 1.941 3.052
H 3.979 2.106 1.832
H 3.954 -0.159 2.926
H 3.676 -0.291 1.190
H 1.956 -1.204 3.138
H 1.602 -1.024 1.554
O -0.367 0.869 -1.416
C -0.209 1.275 -2.775
C -0.116 -0.024 -3.679
O 0.645 0.048 -4.639
O -0.888 -0.944 -3.327
C 1.066 2.097 -2.826
C 1.094 3.470 -2.993
C 2.294 4.175 -2.917
C 3.475 3.508 -2.663
C 3.456 2.127 -2.478
C 2.267 1.431 -2.561
C -1.451 1.973 -3.297
C -1.445 2.540 -4.570
C -2.585 3.137 -5.076
C -3.755 3.163 -4.326
C -3.775 2.571 -3.075
C -2.628 1.976 -2.561
H -0.577 1.632 -0.867
H 0.173 4.008 -3.180
H 2.292 5.251 -3.046
H 4.410 4.054 -2.597
H 4.368 1.586 -2.262
H 2.271 0.363 -2.393
H -0.541 2.485 -5.163
H -2.563 3.571 -6.069
H -4.651 3.619 -4.730
H -4.688 2.539 -2.496
H -2.672 1.452 -1.616
N -3.958 0.313 5.701
C -2.741 -0.113 5.218
O -2.201 -1.113 5.635
C -2.142 0.767 4.168
C -2.120 2.148 4.292
C -1.522 2.887 3.288
C -1.014 2.209 2.187
N -1.059 0.892 2.041
C -1.592 0.176 3.028
H -4.443 -0.358 6.276
H -4.514 0.917 5.119
H -2.530 2.629 5.173
H -1.440 3.964 3.348
H -0.532 2.767 1.391
H -1.575 -0.900 2.909
O -3.276 -1.253 -1.490
H -2.905 -2.034 -1.042
H -2.643 -1.102 -2.209
*
```

Summary:
HOMO: -3.065 eV
Relative energy (zero: lowest compared OMol25 entry of this formula, charge and spin): 216.9 kJ/mol
Orbital gap: 6.98 eV

3.
The following is a DFT calculation (ωB97M-V/def2-TZVPD) of an isolated ion of composition C4H6BrINS and charge +1 in a non-equilibrium geometry.

Geometry as ORCA input:
```
! RIJCOSX wB97M-V def2-TZVPD def2/J DEFGRID3
* xyz 1 1
C 0.452 0.685 1.065
C -0.225 1.758 0.768
C -1.340 -0.069 -0.554
C 1.010 -0.876 -0.701
N 0.012 -0.474 0.346
S -1.660 1.675 -0.164
Br 2.595 -1.927 -0.101
I -2.975 -1.349 -0.285
H 1.298 0.654 1.674
H 0.077 2.744 1.011
H -0.947 0.065 -1.467
H 0.607 -1.695 -1.293
H 1.375 0.064 -1.254
H -0.281 -1.254 0.957
*
```

Summary:
HOMO: -13.374 eV
Relative energy (zero: lowest compared OMol25 entry of this formula, charge and spin): 0.0 kJ/mol
Orbital gap: 9.28 eV
Structure (SMILES): BrC[N@H+]1C=CS[C@@H]1I

4.
The following is a DFT calculation (ωB97M-V/def2-TZVPD) of one molecule with the formula C21H20F4O4 in a non-equilibrium geometry.

Geometry as ORCA input:
```
! RIJCOSX wB97M-V def2-TZVPD def2/J DEFGRID3
* xyz 0 1
C 3.278 4.865 0.110
C 2.126 4.043 0.577
O 2.053 2.922 -0.328
C 0.922 2.248 -0.060
C 0.772 0.772 -0.657
F 1.833 0.625 -1.510
C -0.499 0.784 -1.610
O -1.582 1.106 -1.197
O -0.287 0.252 -2.839
C -1.558 -0.080 -3.456
C -1.350 -0.189 -4.929
O 0.118 2.682 0.729
H 3.512 5.717 0.769
H 4.189 4.260 0.022
H 3.010 5.286 -0.869
H 2.271 3.679 1.583
H 1.195 4.584 0.521
H -1.893 -1.016 -3.032
H -2.253 0.706 -3.206
H -2.264 -0.485 -5.469
H -1.075 0.800 -5.327
H -0.575 -0.926 -5.180
F -5.587 -1.134 2.403
C -4.598 -0.459 3.046
F -5.055 0.815 3.106
F -4.641 -0.927 4.356
C -3.209 -0.615 2.507
C -2.276 0.329 2.897
C -1.072 0.351 2.223
C -0.736 -0.592 1.244
C 0.657 -0.500 0.704
C 1.380 -1.783 0.409
C 2.686 -1.672 -0.119
C 3.531 -2.780 -0.311
C 3.116 -4.069 0.003
C 1.806 -4.235 0.461
C 0.958 -3.122 0.692
C -1.688 -1.583 0.931
C -2.955 -1.596 1.545
H -2.529 1.057 3.642
H -0.384 1.133 2.463
H 1.257 0.197 1.319
H 3.009 -0.688 -0.373
H 4.506 -2.577 -0.747
H 3.747 -4.917 -0.279
H 1.421 -5.271 0.613
H -0.021 -3.357 1.133
H -1.506 -2.385 0.206
H -3.762 -2.255 1.282
*
```

Summary:
HOMO: -9.221 eV
Relative energy (zero: lowest compared OMol25 entry of this formula, charge and spin): 0.0 kJ/mol
Orbital gap: 9.36 eV
Structure (SMILES): CCOC(=O)C(F)(C(=O)OCC)[C@H](c1ccccc1)c1ccc(C(F)(F)F)cc1

5.
The following is a DFT calculation (ωB97M-V/def2-TZVPD) of C10H14 as an isolated structure in a non-equilibrium geometry.

Geometry as ORCA input:
```
! RIJCOSX wB97M-V def2-TZVPD def2/J DEFGRID3
* xyz 0 1
C -2.546 1.401 0.424
C -2.012 0.200 -0.408
C -2.117 0.319 -1.880
C -0.445 -0.168 -0.134
C -0.144 -1.172 0.823
C 1.140 -1.429 1.101
C 2.269 -0.625 0.495
C 1.857 0.364 -0.217
C 0.542 0.647 -0.602
C 3.639 -0.881 0.950
H -1.828 2.369 -0.054
H -3.796 1.488 0.336
H -2.472 1.398 1.327
H -2.738 -0.384 -0.306
H -3.221 -0.121 -2.286
H -2.019 1.665 -2.062
H -1.122 0.256 -2.390
H -1.009 -2.051 1.070
H 1.293 -2.419 1.811
H 2.922 1.071 -0.674
H 0.050 1.329 -0.932
H 3.547 -0.439 2.323
H 3.871 -2.029 0.894
H 4.338 -0.788 0.392
*
```

Summary:
HOMO: -8.860 eV
Relative energy (zero: lowest compared OMol25 entry of this formula, charge and spin): 984.4 kJ/mol
Orbital gap: 9.68 eV

6.
The following is a DFT calculation (ωB97M-V/def2-TZVPD) of a 2-piece molecular cluster, C16H22N2O2 overall in a non-equilibrium geometry.

Geometry as ORCA input:
```
! RIJCOSX wB97M-V def2-TZVPD def2/J DEFGRID3
* xyz 0 1
O 2.345 -2.381 -4.261
C 1.268 -1.819 -3.820
C 1.058 -0.832 -2.768
C 0.025 -0.323 -2.406
N 0.105 0.829 -1.559
C 1.171 1.393 -1.200
C 1.519 1.057 0.286
N 0.136 1.448 1.040
C 0.018 0.910 2.277
C -1.116 0.637 3.005
C -1.507 0.213 4.276
O -2.496 0.133 4.716
C 0.139 0.273 5.177
C 1.007 -0.395 4.309
C 1.331 0.700 3.068
H 2.121 0.016 2.423
H 1.849 1.506 3.534
H 2.076 -0.527 4.859
H 0.723 -1.273 3.990
H -0.254 -0.623 6.014
H 0.209 1.226 5.475
H -2.170 0.541 2.349
C -1.061 1.837 0.348
C -1.324 0.828 -0.877
H -2.164 1.765 -1.589
H -1.794 0.131 -0.404
H -1.641 1.998 1.024
H -0.846 2.942 0.038
H 2.170 1.845 0.607
H 1.840 0.173 0.485
H 1.835 1.224 -1.776
H 0.899 2.626 -1.429
C -1.350 -0.890 -2.972
C -1.026 -2.240 -3.633
C 0.045 -2.271 -4.659
H -0.105 -3.276 -5.073
H -0.243 -1.366 -5.448
H -2.112 -2.815 -4.032
H -0.974 -3.007 -2.852
H -2.182 -1.043 -2.328
H -1.588 -0.302 -3.638
H 2.067 -0.867 -2.573
*
```

Summary:
HOMO: -7.749 eV
Relative energy (zero: lowest compared OMol25 entry of this formula, charge and spin): 1774.0 kJ/mol
Orbital gap: 7.96 eV

7.
The following is a DFT calculation (ωB97M-V/def2-TZVPD) of C4H6O2 as an isolated structure.

Geometry as ORCA input:
```
! RIJCOSX wB97M-V def2-TZVPD def2/J DEFGRID3
* xyz 0 1
O 1.178 2.074 -0.685
C 0.637 1.055 -0.030
C 0.635 -0.385 -0.478
C -0.157 -0.556 0.853
O -0.661 -1.511 1.388
C -0.043 0.885 1.130
H 1.033 2.893 -0.189
H -2.175 -2.278 -1.338
H 1.611 -0.878 -0.511
H 0.070 -0.603 -1.390
H -1.882 -2.227 -0.655
H -0.381 1.537 1.927
*
```

Summary:
HOMO: -9.561 eV
Relative energy (zero: lowest compared OMol25 entry of this formula, charge and spin): 243.0 kJ/mol
Orbital gap: 9.95 eV

Question: Number 6 is which compound?
Answer: C16H22N2O2